# 1
Computed, not measured: one molecule with the formula C3H3FOS2, with the ωB97M-V functional and the def2-TZVPD basis.

energy relative to the best compared isomer or geometry (same formula, charge and spin)	230.3	kJ/mol

The geometry in ORCA input format:
```
! RIJCOSX wB97M-V def2-TZVPD def2/J DEFGRID3
* xyz 0 1
C -0.061 1.504 -1.029
C -0.771 -0.518 0.701
C 0.654 -0.715 0.062
O 0.873 -0.279 -1.110
F 1.556 -0.224 1.016
S 0.442 2.653 -1.902
S -1.235 1.176 0.138
H -1.640 -1.164 0.248
H -0.567 -0.702 1.780
H 0.749 -1.730 0.097
*
```

Atomic partial charges in e from the Mulliken method, atoms 1 to 8: C 0.464; C -0.533; C 0.144; O -0.557; F -0.328; S -0.219; S -0.047; H 0.320

=====

# 2
Computed, not measured: one molecule with the formula C4H7NO, with the ωB97M-V functional and the def2-TZVPD basis.

SMILES string	C[C@H]1CC(=O)N1
energy relative to the best compared isomer or geometry (same formula, charge and spin)	135.6	kJ/mol

The geometry in ORCA input format:
```
! RIJCOSX wB97M-V def2-TZVPD def2/J DEFGRID3
* xyz 0 1
C 0.905 -1.268 0.574
C 0.205 -0.267 -0.304
C -1.266 0.151 -0.136
C -0.722 1.569 0.048
O -1.201 2.651 0.242
N 0.635 1.137 -0.104
H 1.988 -1.118 0.485
H 0.638 -1.172 1.629
H 0.657 -2.269 0.216
H 0.439 -0.519 -1.350
H -1.823 0.076 -1.075
H -1.843 -0.279 0.681
H 1.016 1.267 -1.028
*
```

Atomic partial charges in e from the Mulliken method, atoms 1 to 8: C -1.411; C 0.321; C -0.461; C 0.422; O -0.534; N -0.499; H 0.320; H 0.319

=====

# 3
Computed, not measured: CF3MgNO4S3Tm as an isolated structure, with the ωB97M-V functional and the def2-TZVPD basis.

energy relative to the best compared isomer or geometry (same formula, charge and spin)	0.0	kJ/mol
⟨S²⟩	2.0023

The geometry in ORCA input format:
```
! RIJCOSX wB97M-V def2-TZVPD def2/J DEFGRID3
* xyz 1 3
Mg 1.790 -0.562 1.729
N -0.106 -0.591 2.103
S -1.180 0.125 1.363
O -0.797 1.243 0.373
C -1.898 -1.026 0.075
F -2.348 -2.139 0.641
F -0.935 -1.347 -0.798
F -2.892 -0.456 -0.596
Tm 0.813 1.508 -0.887
S 3.299 -0.240 -1.055
O 2.263 0.393 0.116
S 2.980 1.262 -2.495
O 1.363 1.188 -2.685
O -2.352 0.643 2.116
*
```

Atomic partial charges in e from the Mulliken method, atoms 1 to 8: Mg 0.779; N -0.630; S 0.975; O -0.573; C 0.672; F -0.207; F -0.244; F -0.207

=====

# 4
Computed, not measured: one molecule with the formula C5H4ClFO, with the ωB97M-V functional and the def2-TZVPD basis.

SMILES string	FC1=COC=C(Cl)C1
energy relative to the best compared isomer or geometry (same formula, charge and spin)	245.7	kJ/mol

The geometry in ORCA input format:
```
! RIJCOSX wB97M-V def2-TZVPD def2/J DEFGRID3
* xyz 0 1
C 0.476 0.963 0.419
C 1.404 0.159 0.864
C 0.069 -1.551 -0.166
C -0.712 -0.730 -0.781
C -0.806 0.576 -0.327
H 2.404 0.561 1.235
H 0.164 -2.475 -0.511
H -1.633 0.680 0.455
H -1.129 1.536 -0.945
O 1.147 -1.257 0.589
F -1.680 -1.102 -1.528
Cl 0.295 2.642 0.698
*
```

Atomic partial charges in e from the Mulliken method, atoms 1 to 8: C 0.356; C -0.305; C -0.323; C 0.212; C -0.460; H 0.325; H 0.489; H 0.211